Entry 1:
The following is a quantum chemistry calculation of 3 unconnected molecules or ions with the total composition C3H8N2S in a non-equilibrium geometry, from the Open Molecules 2025 dataset.

The calculation puts the energy above the lowest of the compared OMol25 structures with the same formula, charge and spin at 9.153 eV. The calculation puts the orbital gap at 8.521 eV. The max |F| comes out at 5.581 eV/Å. The electronic energy is -626.48691 Eh. The value obtained for the LUMO energy is -0.2 eV.

```
! RIJCOSX wB97M-V def2-TZVPD def2/J DEFGRID3
* xyz 0 1
C -0.5988 -0.7588 -1.3566
C -0.3815 -0.8507 0.2672
C 0.3687 2.8357 1.6843
H 0.2914 -3.2765 -0.8561
H 1.3104 -1.4839 -2.1450
H -1.6125 -0.6547 -1.6275
H 0.1615 0.0547 -1.6211
H 0.7662 -0.6485 0.6973
H -0.6296 -1.9558 0.8068
H -0.5240 3.4903 1.9637
H 1.6366 3.0858 1.7257
N -0.0574 -2.0497 -1.9867
N 0.3593 1.5837 1.3041
S -1.0903 0.6284 1.1440
*
```

***

Entry 2:
The following is a quantum chemistry calculation of a molecular structure, C3H8N2S in a non-equilibrium geometry, from the Open Molecules 2025 dataset.

The calculation puts the energy above the lowest of the compared OMol25 structures with the same formula, charge and spin at 6.235 eV. The calculation puts the orbital gap at 8.624 eV. The max |F| comes out at 5.469 eV/Å. The electronic energy is -626.59414 Eh. The value obtained for the LUMO energy is -0.2 eV.

```
! RIJCOSX wB97M-V def2-TZVPD def2/J DEFGRID3
* xyz 0 1
C 0.9856 1.4119 -0.1408
C 0.9074 -0.0781 -0.8114
C -0.4225 -0.3882 -0.3007
H 1.7205 2.1003 -0.8789
H 1.4771 1.1675 1.0868
H -0.0553 1.9265 -0.2371
H 1.8060 -0.7114 -0.5919
H 0.8419 0.1867 -1.9303
H -1.0807 -0.3825 -2.2066
H 0.2985 -0.8512 1.8155
H -2.7524 -0.8910 2.7780
N -1.2847 -0.6472 -1.1701
N -0.6613 -0.8429 1.0350
S -1.7800 -2.0005 1.5526
*
```

***

Entry 3:
The following is a quantum chemistry calculation of a molecular structure, C3H8N2S2 in a non-equilibrium geometry, from the Open Molecules 2025 dataset.

The calculation puts the energy above the lowest of the compared OMol25 structures with the same formula, charge and spin at 2.692 eV. The calculation puts the orbital gap at 9.484 eV. The max |F| comes out at 4.359 eV/Å. The electronic energy is -1024.90202 Eh. The value obtained for the LUMO energy is 0.6 eV.

```
! RIJCOSX wB97M-V def2-TZVPD def2/J DEFGRID3
* xyz 0 1
C -1.0046 2.0539 0.2036
C 0.1147 -0.6516 -0.0898
C 2.4597 -0.9434 -0.2822
H -0.9013 2.1952 1.5371
H -0.7427 3.1521 -0.2603
H -2.0965 1.5876 -0.0797
H -0.8707 -1.9944 0.8890
H -3.1908 -0.1842 0.0531
H 2.6361 -0.9444 -1.4068
H 3.1039 -1.7324 0.2421
H 2.7097 0.0594 0.0543
N -1.0972 -1.1485 0.3990
N 1.0945 -1.4034 -0.0816
S 0.2259 1.0487 -0.6145
S -2.4408 -1.0948 -0.5633
*
```

***

Entry 4:
The following is a quantum chemistry calculation of C3H8N2S2 in the gas phase in a non-equilibrium geometry, from the Open Molecules 2025 dataset.

The calculation puts the energy above the lowest of the compared OMol25 structures with the same formula, charge and spin at 1.713 eV. The calculation puts the orbital gap at 9.294 eV. The max |F| comes out at 2.737 eV/Å. As for the SMILES: NN=C(CS)CS. The electronic energy is -1024.93799 Eh. The value obtained for the LUMO energy is 0.7 eV.

```
! RIJCOSX wB97M-V def2-TZVPD def2/J DEFGRID3
* xyz 0 1
C -0.2794 0.1253 0.2252
C 0.5742 -0.3619 -0.9545
C -0.1985 1.5655 0.4859
H 0.0327 -2.3168 0.4457
H -1.0805 -2.4069 1.6991
H -0.0940 -1.0067 -1.6223
H 0.8991 0.4594 -1.6566
H 2.8104 -0.1980 -0.2511
H -0.6024 1.8312 1.5060
H 0.8089 2.0104 0.5135
H -2.2174 1.7850 -0.8348
N -0.8188 -1.9907 0.8547
N -0.8951 -0.6733 0.9828
S 2.1001 -1.2763 -0.5125
S -1.0392 2.4538 -0.8811
*
```

***

Entry 5:
The following is a quantum chemistry calculation of a molecular structure, C3H8N2S2 in a non-equilibrium geometry, from the Open Molecules 2025 dataset.

The calculation puts the energy above the lowest of the compared OMol25 structures with the same formula, charge and spin at 6.312 eV. The calculation puts the orbital gap at 8.075 eV. The max |F| comes out at 7.814 eV/Å. The electronic energy is -1024.76898 Eh. The value obtained for the LUMO energy is -0.8 eV.

```
! RIJCOSX wB97M-V def2-TZVPD def2/J DEFGRID3
* xyz 0 1
C 0.1026 0.9129 2.7559
C -0.0403 -0.3571 0.8067
C -0.8168 -1.2022 -0.2142
H 1.1575 0.8876 3.1209
H 0.0345 1.9681 2.3996
H -0.5974 1.0771 3.6637
H -0.4065 -1.8478 -1.1651
H -1.5888 -1.9357 0.4282
H -1.3086 1.4957 -0.2074
H 1.5975 1.2340 0.5072
H 0.6601 0.7143 -1.8587
N -0.5562 0.0545 1.9420
N 1.2944 0.0026 0.2912
S -1.6828 0.0714 -1.4167
S 1.6710 -0.0786 -1.2465
*
```

***

Entry 6:
The following is a quantum chemistry calculation of a gas-phase ion, C3H8N3 (charge +1) in a non-equilibrium geometry, from the Open Molecules 2025 dataset.

The calculation puts the energy above the lowest of the compared OMol25 structures with the same formula, charge and spin at 2.862 eV. The calculation puts the orbital gap at 10.203 eV. The max |F| comes out at 4.190 eV/Å. As for the SMILES: C[C@@H](N)[NH+]=C=N. The electronic energy is -283.05859 Eh. The value obtained for the LUMO energy is -4.7 eV.

```
! RIJCOSX wB97M-V def2-TZVPD def2/J DEFGRID3
* xyz 1 1
C -0.4478 -0.3408 0.6482
C 2.0102 -0.4157 -0.1400
C -0.5644 1.1651 0.6660
N -1.0546 -0.9360 -0.3964
N 2.5508 -0.2738 -1.1843
N 1.0999 -0.5328 0.7221
H -0.5907 -0.8662 1.5739
H 0.3400 1.5433 0.4405
H -1.2324 1.3545 -0.2114
H -0.9882 1.6076 1.5427
H -1.1350 -1.9767 -0.3063
H 3.2760 -0.0514 -1.8248
H 1.4755 -0.5931 1.6589
H -0.7003 -0.6929 -1.2956
*
```

***

Entry 7:
The following is a quantum chemistry calculation of a molecular structure, C3H8N3 in a non-equilibrium geometry, from the Open Molecules 2025 dataset.

The calculation puts the energy above the lowest of the compared OMol25 structures with the same formula, charge and spin at 4.752 eV. The calculation puts the orbital gap at 11.648 eV. The max |F| comes out at 5.935 eV/Å. The electronic energy is -282.98912 Eh. The value obtained for the LUMO energy is -3.6 eV.

```
! RIJCOSX wB97M-V def2-TZVPD def2/J DEFGRID3
* xyz 1 1
C -1.7218 -0.8872 -0.6307
C -0.6024 1.0145 -0.4683
C 1.1617 0.1545 1.1099
N -1.7172 0.3250 -0.7685
N 0.0332 -1.3179 -0.2444
N 0.5009 -0.0358 -0.1329
H -2.2154 -1.8296 -0.5731
H -0.3436 1.6317 -1.3403
H -0.7455 1.6429 0.4233
H 0.6450 -0.0943 2.1481
H 2.1846 -0.3319 1.1267
H 1.4838 1.1905 1.3246
H 0.1876 -1.6680 -1.1618
H 1.1494 0.2056 -0.8126
*
```

***

Entry 8:
The following is a quantum chemistry calculation of a gas-phase ion, C3H8N3 (charge +1) in a non-equilibrium geometry, from the Open Molecules 2025 dataset.

The calculation puts the energy above the lowest of the compared OMol25 structures with the same formula, charge and spin at 1.104 eV. The calculation puts the orbital gap (alpha / beta) at 11.666 / 5.338 eV. The max |F| comes out at 3.562 eV/Å. The electronic energy is -282.93144 Eh. The value obtained for the LUMO energy (alpha / beta) is -3.1 / -8.5 eV. The expectation value of S² is 2.02.

```
! RIJCOSX wB97M-V def2-TZVPD def2/J DEFGRID3
* xyz 1 3
C -2.1125 0.0958 0.1041
C 0.0656 -0.9151 -0.0755
C 1.8382 0.7401 0.1040
N -1.7637 1.2997 0.0260
N -1.2933 -0.9816 0.3126
N 0.8163 -0.0123 0.6770
H -2.1987 2.1234 -0.3345
H -3.1313 -0.1383 -0.0189
H 0.6437 -1.8636 -0.0083
H 0.2652 -0.7325 -1.2456
H 2.4327 1.2819 0.8453
H 1.4217 1.6318 -0.5238
H 2.6293 0.3048 -0.4315
H -1.5762 -1.9198 0.3695
*
```